# 1
Below is a molecular structure, C3H4IN, with properties calculated with ωB97M-V/def2-TZVPD.

```
! wB97M-V def2-TZVPD RIJCOSX def2/J DEFGRID3
* xyz 0 1
C -0.43 -1.56 0.05
C 0.60 0.77 0.50
C -0.49 -0.18 0.01
N -0.45 -2.72 -0.04
I -2.40 0.54 -0.07
H 0.63 1.67 -0.12
H 0.67 1.04 1.59
H 1.49 0.20 0.35
H 0.39 0.25 -2.26
*
```

Computed properties:
Energy above the lowest of the compared OMol25 structures with the same formula, charge and spin ... 3.726 eV
HOMO (spin up / spin down) ... -10.266 / -8.892 eV
Frontier orbital gap (spin up / spin down) ... 0.3181 / 0.2959 Eh
Max |F| ... 1.701 eV/Å


# 2
Below is a molecular structure, C3H4INS, with properties calculated with ωB97M-V/def2-TZVPD.

```
! wB97M-V def2-TZVPD RIJCOSX def2/J DEFGRID3
* xyz 0 1
C 0.23 0.73 1.30
C -0.95 0.48 0.31
C 0.78 -0.84 -1.43
N 1.23 0.04 1.48
S -0.22 0.53 -1.48
I 0.22 -2.64 -0.71
H -0.04 1.65 1.83
H -1.43 -0.48 0.31
H -1.68 1.30 0.33
H 1.86 -0.76 -1.93
*
```

Computed properties:
Energy above the lowest of the compared OMol25 structures with the same formula, charge and spin ... 3.278 eV
HOMO (spin up / spin down) ... -9.132 / -7.688 eV
Frontier orbital gap (spin up / spin down) ... 0.3090 / 0.2585 Eh
Max |F| ... 3.048 eV/Å


no.,energy (eV)
1,-12761.79506
2,-23597.75477